# C8H8

C8H8 as an isolated structure in a non-equilibrium geometry (ωB97M-V with the def2-TZVPD basis set, OMol25).

```
16
Properties=species:S:1:pos:R:3
C 1.329 1.174 -0.148
C 1.835 0.195 -0.945
C 0.065 0.871 0.451
C 1.423 -1.083 -0.592
C 0.491 -0.311 1.463
C 0.106 -1.140 0.216
C -0.883 0.020 -0.125
C -2.172 0.191 -0.744
H 1.805 2.056 0.023
H 2.711 0.447 -1.568
H 1.459 -0.519 1.831
H -0.394 -0.488 2.180
H -0.303 -2.115 0.572
H -2.487 1.158 -0.436
H -2.935 -0.478 -0.263
H -2.051 0.021 -1.914
```

Properties
Total charge = 0
Gap between HOMO and LUMO (spin up / spin down) = 0.2635 / 0.2653 Ha
Multiplicity = 1
E_LUMO (spin up / spin down) = -0.45 / -0.42 eV



# CH2N2OS2

A 2-piece molecular cluster, CH2N2OS2 overall in a non-equilibrium geometry (ωB97M-V with the def2-TZVPD basis set, OMol25).

```
8
Properties=species:S:1:pos:R:3
C -1.106 0.915 0.309
N -1.721 1.769 0.729
N 1.913 -0.025 0.083
O -0.860 -0.085 -1.967
S -1.352 -2.069 0.152
S -0.494 -0.460 -0.628
H 1.765 -0.856 0.600
H 1.854 0.810 0.721
```

Properties
Total charge = 0
Gap between HOMO and LUMO (spin up / spin down) = 0.3527 / 0.2525 Ha
Multiplicity = 3
E_LUMO (spin up / spin down) = -0.11 / -3.86 eV



# C6H13O2

A 2-piece molecular cluster, C6H13O2 overall in a non-equilibrium geometry (ωB97M-V with the def2-TZVPD basis set, OMol25).

```
21
Properties=species:S:1:pos:R:3
C -1.716 -0.018 0.045
O -1.036 -0.450 1.060
C -0.901 -0.298 -1.355
C 0.031 0.785 -1.765
C 1.445 0.186 -1.445
C 2.111 -1.468 0.243
C 1.556 -0.270 -0.058
H -1.846 1.108 0.053
H -2.776 -0.425 -0.084
H -0.492 -1.231 -1.031
H -1.724 -0.405 -2.042
H 0.068 1.187 -2.771
H -0.342 1.663 -1.169
H 1.680 -0.587 -2.150
H 2.197 0.912 -1.742
H 2.522 -2.275 -0.383
H 1.857 -1.786 1.219
H 1.091 0.290 0.754
H -1.044 0.231 1.949
H -1.473 1.748 2.410
O -0.823 1.209 2.814
```

Properties
Total charge = -1
Gap between HOMO and LUMO = 0.2859 Ha
Multiplicity = 1
E_LUMO = 3.90 eV



# C17H61F3N26O16

A 15-piece molecular cluster, C17H61F3N26O16 overall in a non-equilibrium geometry (ωB97M-V with the def2-TZVPD basis set, OMol25).

```
123
Properties=species:S:1:pos:R:3
O -4.049 14.543 14.668
H -3.583 14.752 15.481
H -3.733 15.186 14.030
H -3.965 13.633 14.374
C -5.207 8.277 11.484
O -5.669 8.366 10.119
O -4.207 9.281 11.692
C -6.459 8.102 12.438
F -6.638 9.157 13.155
F -7.680 7.904 11.996
F -6.260 7.267 13.451
C -4.935 7.859 9.050
C -5.575 7.988 7.637
H -6.504 7.427 7.536
H -5.733 9.066 7.663
H -4.896 7.809 6.804
H -4.784 6.800 9.258
H -3.997 8.414 9.021
H -4.822 7.260 11.562
C -1.976 6.690 21.488
O -3.108 6.525 21.968
N -0.903 6.689 22.175
N -1.895 6.757 20.182
H -1.031 6.952 23.142
H -0.006 6.819 21.730
H -0.921 6.781 19.914
H -2.722 6.458 19.685
C -4.601 13.139 20.766
O -4.577 14.199 20.184
N -5.067 12.053 20.327
N -4.169 13.003 22.015
H -5.449 12.082 19.393
H -4.951 11.170 20.803
H -4.368 12.112 22.448
H -4.039 13.866 22.523
C -0.386 2.609 3.366
O -0.018 2.842 2.213
N -1.686 2.668 3.629
N 0.241 2.137 4.329
H -2.293 2.940 2.869
H -1.943 1.846 4.156
H 1.192 1.841 4.162
H -0.080 2.080 5.285
C -11.849 3.614 9.568
O -12.343 4.103 10.590
N -10.909 4.043 8.958
N -12.262 2.437 9.136
H -10.660 4.997 9.173
H -10.209 3.343 8.760
H -13.052 2.072 9.648
H -11.945 2.005 8.280
C -3.773 15.919 8.839
O -3.186 16.357 9.729
N -4.304 16.751 7.974
N -3.815 14.686 8.467
H -4.333 17.665 8.403
H -4.613 16.524 7.039
H -4.341 14.454 7.637
H -3.651 14.017 9.206
C -12.403 3.360 18.456
O -13.364 2.647 18.323
N -11.836 3.926 17.493
N -11.763 3.476 19.541
H -11.123 4.631 17.618
H -12.256 3.646 16.619
H -12.107 2.968 20.343
H -11.161 4.287 19.568
C 2.369 9.623 8.204
O 2.808 8.728 8.978
N 2.389 9.632 6.910
N 1.582 10.595 8.586
H 2.215 10.470 6.373
H 2.888 8.944 6.365
H 1.279 10.697 9.544
H 1.165 11.137 7.842
C -8.663 3.655 0.709
O -7.577 4.120 0.741
N -9.545 3.767 1.634
N -9.168 2.884 -0.233
H -10.407 3.470 1.200
H -9.440 4.483 2.340
H -10.009 2.332 -0.142
H -8.419 2.645 -0.867
C -5.038 7.875 -3.625
O -5.142 8.463 -4.717
N -5.140 6.675 -3.411
N -4.685 8.524 -2.563
H -5.228 5.986 -4.144
H -5.274 6.288 -2.488
H -4.481 9.478 -2.823
H -4.633 8.208 -1.605
C -8.545 14.790 2.395
O -7.698 14.522 3.221
N -9.814 14.737 2.702
N -8.255 15.464 1.248
H -10.122 14.199 3.500
H -10.361 15.195 1.987
H -8.912 15.515 0.483
H -7.280 15.556 0.998
C 2.822 7.845 16.060
O 3.023 7.657 17.270
N 2.175 8.880 15.618
N 3.150 6.920 15.113
H 1.937 9.583 16.303
H 1.916 9.067 14.660
H 3.482 5.992 15.332
H 3.299 7.282 14.182
C -10.897 16.619 18.342
O -11.401 16.421 17.273
N -10.938 17.614 19.105
N -10.189 15.682 18.907
H -11.475 18.396 18.757
H -10.693 17.503 20.078
H -10.308 14.727 18.598
H -9.658 15.885 19.742
C -10.647 14.239 10.179
O -11.176 13.690 9.235
N -10.660 13.871 11.392
N -9.757 15.221 10.074
H -10.975 12.940 11.623
H -10.417 14.565 12.085
H -9.395 15.704 10.883
H -9.800 15.729 9.202
```

Properties
Total charge = 0
Gap between HOMO and LUMO = 0.1022 Ha
Multiplicity = 1
E_LUMO = -3.06 eV



Molecular weight per entry: 104.15 122.17 117.17 942.84 g/mol
Calculated total energy per entry: -8416.7327 -27761.8760 -10526.0221 -98268.8490 eV
Relative energy (zero: lowest compared OMol25 entry of this formula, charge and spin) per entry: 799.7 241.5 355.3 1751.3 kJ/mol